Entry from OMol25: C40H29GaN3O2P2S3Se2 as an isolated structure (wB97M-V/def2-TZVPD).

The net charge is +1. The value obtained for the LUMO energy is -4.41 eV. The largest force on an atom is 0.4 eV/Å. Its relative energy (zero: lowest compared OMol25 entry of this formula, charge and spin) is 1.2187 eV. Its frontier orbital gap is 0.19289 hartree. The multiplicity is 1. The value obtained for the total energy is -10461.1607 Ha.

Geometry as XYZ:
```
82
C40H29GaN3O2P2S3Se2, DFT wB97M-V/def2-TZVPD
Ga 2.63676 -0.34927 -0.87176
Se -2.84589 3.19417 -3.83014
P -2.17890 2.78031 -1.89853
C -3.27095 1.61023 -1.03452
C -3.47331 0.38627 -1.67608
C -4.32749 -0.55482 -1.12847
C -4.99363 -0.28290 0.06162
C -4.80549 0.93470 0.69735
C -3.94701 1.88296 0.14987
C -1.97306 4.27056 -0.89381
C -0.71734 4.77974 -0.57529
C -0.60425 6.00618 0.06608
C -1.74332 6.72292 0.40002
C -2.99942 6.22724 0.07079
C -3.11499 5.01416 -0.58945
C -0.56393 1.90981 -1.85155
C 0.30479 1.40882 -0.88818
N 1.29556 0.80602 -1.59818
N 1.06356 0.91961 -2.90332
N -0.03345 1.59081 -3.06756
P 0.38846 1.14040 0.88930
Se 2.48025 0.65363 1.35333
C -0.72241 -0.21825 1.26029
C -1.16303 -1.06364 0.24663
C -1.99183 -2.13153 0.56167
C -2.37554 -2.35197 1.87563
C -1.92067 -1.51745 2.89035
C -1.08996 -0.45356 2.58832
C -0.09305 2.52678 1.91312
C -1.45394 2.72697 2.14750
C -1.86523 3.78299 2.93959
C -0.92117 4.63196 3.50522
C 0.43248 4.43156 3.27558
C 0.85405 3.37961 2.47598
H -2.97758 0.19196 -2.62127
H -4.49179 -1.49580 -1.63971
H -5.66945 -1.01557 0.48568
H -5.33594 1.15645 1.61555
H -3.82782 2.84037 0.64095
H 0.17756 4.23975 -0.85625
H 0.37616 6.40665 0.29293
H -1.65357 7.68066 0.89868
H -3.88795 6.80112 0.30273
H -4.08814 4.65930 -0.90802
H -0.87651 -0.89746 -0.78482
H -2.34379 -2.78307 -0.22848
H -3.03563 -3.17782 2.11383
H -2.21540 -1.69565 3.91683
H -0.72940 0.19357 3.37768
H -2.18088 2.04782 1.72228
H -2.92127 3.94597 3.11663
H -1.24516 5.45715 4.12740
H 1.16391 5.09510 3.71918
H 1.90809 3.23476 2.28405
O 5.36071 0.18578 -1.91827
C 4.53387 -0.56094 -1.54431
O 2.02313 -2.05394 -1.13021
C 2.65455 -3.26469 -0.82846
C 2.05547 -3.89614 0.41403
C 1.09106 -4.85878 0.44243
C 0.60699 -5.12490 1.75297
C 1.21023 -4.35399 2.69641
S 2.35434 -3.29229 2.00395
C 2.48330 -4.17021 -2.04202
C 2.87116 -5.46874 -2.20763
C 2.60252 -5.94922 -3.51814
C 2.03300 -4.99636 -4.30714
S 1.80376 -3.52178 -3.47479
C 4.16502 -3.07466 -0.77939
C 4.89722 -2.22961 -1.70055
C 6.34123 -2.44816 -1.51511
C 6.62674 -3.26426 -0.49920
S 5.17768 -3.86346 0.27222
H 0.73171 -5.35955 -0.44679
H -0.14651 -5.86722 1.97956
H 1.05504 -4.34931 3.76540
H 3.32292 -6.06364 -1.42278
H 2.82078 -6.95377 -3.85283
H 1.71010 -5.08536 -5.33398
H 4.53148 -2.32535 -2.72925
H 7.07756 -1.91830 -2.10361
H 7.59284 -3.55143 -0.10978
```

Atom charges from the Mulliken analysis, given in e for atoms 1 to 8: Ga -0.22; Se -0.29; P -0.20; C 0.90; C -0.73; C -0.70; C -0.62; C -0.59